(1)
Molecular formula: C3H6ClOP
Method: DFT, wB97M-V/def2-TZVPD

Properties
total energy = -994.664713 Eh
gap between HOMO and LUMO = 8.4 eV
maximum force = 2.6 eV/A
SMILES string = O=PCl.C=CC
HOMO energy = -9.689 eV
energy above the lowest of the compared OMol25 structures with the same formula, charge and spin = 110.5 kJ/mol

CARTESIAN COORDINATES (ANGSTROEM)
Cl 4.45 -1.85 -0.84
P 3.50 -2.49 0.89
O 3.70 -1.40 1.83
C 0.29 -1.34 0.29
C -0.88 -1.11 -0.28
C 1.18 -0.17 0.61
H 1.33 0.33 -0.34
H -1.71 -1.77 -0.32
H 2.14 -0.66 0.88
H 0.66 0.25 1.52
H -1.07 -0.15 -0.65
H 0.45 -2.36 0.73

(2)
Molecular formula: C73H168B5F20N8O6
Method: DFT, wB97M-V/def2-TZVPD

Properties
total energy = -5893.256538 Eh
gap between HOMO and LUMO = 7.1 eV
maximum force = 4.1 eV/A
total charge = +3
HOMO energy = -12.344 eV

CARTESIAN COORDINATES (ANGSTROEM)
F -28.44 -18.97 13.73
F -27.92 -23.83 9.23
F -29.22 -20.82 14.76
F -30.02 -23.71 8.34
F -22.11 -26.94 9.42
F -23.55 -22.13 14.43
F -29.51 -23.62 17.75
F -24.01 -28.03 9.80
F -28.06 -23.81 16.09
F -29.72 -22.95 10.44
F -21.40 -22.32 14.83
F -27.71 -25.01 17.85
F -22.13 -28.97 10.33
F -22.76 -27.24 11.57
F -26.99 -20.42 14.38
F -29.58 -25.35 16.47
F -22.35 -23.93 13.71
F -22.05 -21.86 12.77
F -28.89 -21.89 8.66
F -28.30 -20.79 12.58
O -17.65 -28.87 10.16
O -25.82 -17.23 2.62
O -27.05 -25.61 12.43
O -17.69 -25.41 12.01
O -24.27 -23.13 9.98
O -23.51 -19.73 6.92
N -22.88 -25.65 17.39
N -25.33 -18.52 5.29
N -21.67 -26.77 5.11
N -18.00 -17.46 10.34
N -30.05 -27.39 10.56
N -28.87 -32.00 16.70
N -19.77 -26.82 10.83
N -26.75 -22.95 11.33
C -18.94 -25.42 12.67
C -15.82 -16.78 11.26
C -27.66 -32.71 16.03
C -26.19 -23.34 12.67
C -31.43 -32.19 17.08
C -26.62 -33.19 17.14
C -24.89 -24.29 17.45
C -25.00 -26.22 1.11
C -21.57 -27.66 6.40
C -29.94 -26.51 11.83
C -24.54 -17.18 3.31
C -21.59 -25.31 5.47
C -27.15 -32.71 18.45
C -27.76 -27.04 7.40
C -28.66 -32.32 18.27
C -23.04 -27.09 4.40
C -19.54 -28.22 11.53
C -19.07 -16.01 6.89
C -23.63 -25.98 18.69
C -27.48 -29.77 17.01
C -31.35 -26.79 9.91
C -19.35 -24.29 16.83
C -17.16 -29.36 8.86
C -25.55 -18.67 6.83
C -22.29 -20.03 7.68
C -27.38 -28.33 16.68
C -23.40 -24.21 17.16
C -23.13 -28.14 16.66
C -26.87 -24.54 13.33
C -19.04 -29.20 10.52
C -26.40 -27.73 7.39
C -20.10 -25.59 11.74
C -23.32 -26.65 16.28
C -25.79 -16.65 1.32
C -18.72 -21.51 11.45
C -18.83 -19.85 9.56
C -22.54 -28.70 14.13
C -24.29 -18.72 7.63
C -21.34 -25.62 17.62
C -19.70 -28.36 5.11
C -19.08 -18.61 10.39
C -24.63 -17.29 4.82
C -28.77 -27.13 9.78
C -20.41 -27.19 4.34
C -20.48 -25.21 16.38
C -25.02 -25.21 18.65
C -24.70 -26.69 2.59
C -30.22 -32.66 16.25
C -26.12 -21.70 10.66
C -20.87 -28.93 5.92
C -19.33 -21.21 10.06
C -24.59 -21.86 10.58
C -28.90 -29.54 11.52
C -28.87 -27.62 8.32
C -22.73 -24.84 6.39
C -17.85 -17.03 8.87
C -28.81 -30.46 16.48
C -29.09 -30.86 12.17
C -16.59 -17.96 10.71
C -31.40 -26.44 12.38
C -32.24 -26.64 11.12
C -27.47 -28.02 15.13
C -25.82 -26.36 12.29
C -23.35 -29.00 15.39
C -22.68 -23.40 6.66
C -16.83 -15.89 11.94
C -30.20 -28.92 10.89
C -23.41 -26.13 3.25
C -23.00 -23.65 10.18
C -32.68 -32.99 16.63
C -16.63 -25.82 12.93
C -19.06 -16.15 8.35
C -18.21 -16.27 11.27
B -28.72 -24.47 17.05
B -22.35 -22.58 13.94
B -22.80 -27.79 10.31
B -28.26 -20.27 13.87
B -29.16 -23.10 9.19
H -31.62 -25.48 12.84
H -19.29 -29.19 4.53
H -32.79 -27.58 11.23
H -22.52 -27.72 6.92
H -27.16 -32.05 15.32
H -17.75 -19.90 9.46
H -20.64 -25.15 5.97
H -30.48 -32.32 15.24
H -17.71 -17.89 8.22
H -18.56 -24.26 16.09
H -29.85 -27.33 7.93
H -27.98 -27.51 10.43
H -20.07 -16.48 8.58
H -26.64 -28.48 14.59
H -31.71 -27.15 13.15
H -22.93 -24.68 9.83
H -31.54 -31.15 16.77
H -30.07 -33.74 16.35
H -24.60 -27.77 2.56
H -19.70 -23.28 17.05
H -28.45 -28.87 12.26
H -17.05 -30.45 8.80
H -19.10 -16.96 6.36
H -23.80 -17.79 2.80
H -28.09 -27.14 6.36
H -26.29 -22.42 13.23
H -21.64 -20.41 6.89
H -18.99 -27.99 5.85
H -25.76 -27.42 6.56
H -18.87 -24.63 17.75
H -26.05 -19.64 6.81
H -33.05 -32.65 15.66
H -26.28 -17.96 7.22
H -20.13 -26.17 15.99
H -18.17 -15.49 6.56
H -22.72 -23.72 11.23
H -22.81 -23.56 17.81
H -29.33 -33.17 18.41
H -29.01 -30.45 15.41
H -16.13 -18.50 9.89
H -19.07 -25.99 13.60
H -26.17 -18.62 4.73
H -32.61 -34.08 16.68
H -18.97 -20.88 12.30
H -24.40 -26.48 16.26
H -25.04 -17.23 0.79
H -29.05 -30.73 13.25
H -23.62 -17.32 5.23
H -23.11 -30.04 15.60
H -27.85 -24.15 13.58
H -24.15 -21.00 10.07
H -20.11 -18.25 10.33
H -33.46 -32.83 17.38
H -25.12 -24.52 19.49
H -22.70 -29.38 13.29
H -24.24 -21.99 11.60
H -23.39 -23.03 7.40
H -19.73 -29.36 9.69
H -23.11 -24.02 16.13
H -16.88 -16.23 12.97
H -31.69 -27.56 9.21
H -25.27 -16.49 5.19
H -26.97 -33.43 19.24
H -28.66 -26.04 9.81
H -25.57 -27.03 13.11
H -23.37 -25.08 3.55
H -21.12 -24.77 15.61
H -18.91 -16.44 12.09
H -22.70 -27.66 13.88
H -25.86 -26.92 11.36
H -27.72 -22.76 11.53
H -26.37 -28.04 16.96
H -18.95 -22.55 11.69
H -20.18 -24.69 11.14
H -25.53 -26.54 3.29
H -26.53 -34.28 17.12
H -21.22 -26.58 18.13
H -28.17 -29.58 10.72
H -26.63 -21.65 9.69
H -19.08 -15.15 8.79
H -18.66 -15.41 10.77
H -29.52 -25.53 11.60
H -21.16 -24.88 18.40
H -16.61 -14.83 11.91
H -25.13 -23.26 17.70
H -30.32 -29.37 9.90
H -24.92 -19.40 5.01
H -21.47 -28.83 14.29
H -16.74 -26.90 13.06
H -19.90 -15.40 6.53
H -23.73 -25.06 6.02
H -19.79 -26.30 4.29
H -20.94 -27.03 7.03
H -33.07 -25.93 11.06
H -28.19 -31.44 11.98
H -16.96 -16.40 8.88
H -28.89 -28.71 8.32
H -25.15 -23.63 12.49
H -20.41 -21.11 10.02
H -26.52 -28.79 7.18
H -27.46 -26.95 14.94
H -19.18 -24.41 12.99
H -30.02 -31.42 12.08
H -19.12 -19.70 8.52
H -29.67 -29.94 16.92
H -22.90 -28.08 3.97
H -23.79 -27.03 18.93
H -22.65 -25.37 7.34
H -25.42 -24.60 16.55
H -22.91 -26.20 15.38
H -26.33 -20.77 11.20
H -15.65 -25.75 12.47
H -25.08 -25.14 1.12
H -24.38 -29.05 15.03
H -20.49 -28.54 11.95
H -25.88 -27.40 8.30
H -28.48 -28.27 14.78
H -25.59 -32.88 16.94
H -24.40 -19.03 8.67
H -22.47 -20.84 8.39
H -19.13 -30.19 10.98
H -30.99 -25.88 9.42
H -26.75 -16.71 0.80
H -24.93 -25.74 12.19
H -29.16 -31.49 18.78
H -17.63 -21.52 11.39
H -21.55 -29.57 5.36
H -22.80 -22.85 5.74
H -15.25 -16.20 10.54
H -20.47 -26.97 10.13
H -17.73 -28.98 8.01
H -19.03 -18.76 11.47
H -20.65 -27.54 3.33
H -25.39 -15.64 1.25
H -26.78 -23.75 10.72
H -26.61 -31.81 18.75
H -27.59 -25.97 7.52
H -23.01 -25.66 19.53
H -28.00 -27.57 17.17
H -29.25 -27.02 12.49
H -18.92 -26.55 10.35
H -21.72 -19.18 8.06
H -23.93 -28.45 17.34
H -24.24 -26.68 0.48
H -16.77 -18.60 11.58
H -28.12 -33.61 15.62
H -26.57 -30.22 16.61
H -15.12 -17.21 11.97
H -31.37 -32.36 18.16
H -27.47 -29.91 18.09
H -22.61 -26.20 2.52
H -16.13 -29.03 8.73
H -16.48 -25.24 13.84
H -22.23 -28.43 17.21
H -19.07 -22.04 9.40
H -21.07 -25.75 12.23
H -22.32 -22.99 9.64
H -25.95 -26.68 0.84
H -21.49 -24.77 4.52
H -20.43 -29.43 6.78
H -23.80 -17.75 7.69
H -31.10 -29.07 11.49
H -18.85 -28.10 12.36
H -25.81 -25.95 18.62
H -23.85 -27.07 5.13
H -26.35 -24.75 14.26
H -23.98 -16.26 3.10
H -21.76 -23.18 7.20

(3)
Molecular formula: C32H27F5N3O2PSr
Method: DFT, wB97M-V/def2-TZVPD

Properties
total energy = -2421.687337 Eh
gap between HOMO and LUMO = 5.7 eV
maximum force = 3.0 eV/A
HOMO energy = -6.825 eV
energy above the lowest of the compared OMol25 structures with the same formula, charge and spin = 222.9 kJ/mol

CARTESIAN COORDINATES (ANGSTROEM)
Sr -0.23 -0.71 2.19
P -1.32 2.18 0.14
F 0.70 1.07 5.31
F -0.44 -2.23 5.15
F -0.60 -0.80 6.85
F -1.63 -0.40 4.92
F 1.74 -0.84 5.45
O 5.15 -3.55 -1.96
O 1.17 -6.62 -2.21
N -0.94 1.39 1.38
N -0.29 -3.26 1.02
N 1.69 -1.17 0.70
C 4.03 -0.64 0.12
C -3.00 2.84 0.20
C -0.45 4.48 -1.22
C -3.50 3.12 1.46
C 1.81 -2.39 0.02
C 5.38 -2.25 -1.42
C 0.46 -5.80 -0.05
C -3.69 3.37 -0.91
C 4.10 -1.84 -0.61
C -2.21 0.14 -3.28
C -0.86 -4.40 1.47
C 0.01 1.46 -2.27
C 2.71 -0.33 0.64
C 0.67 -0.22 4.87
C 2.98 -2.69 -0.71
C -1.10 0.26 -4.06
C 1.07 -4.61 -0.50
C -4.93 4.03 -0.77
C -0.55 -5.64 0.91
C -0.50 -0.94 5.49
C -1.11 1.30 -1.44
C 0.64 -7.04 -0.93
C -2.25 0.73 -1.96
C -5.42 4.24 0.48
C -4.73 3.80 1.62
C 0.92 6.19 -0.28
C 0.00 0.96 -3.56
C 0.30 5.64 -1.37
C 0.81 5.56 0.98
C -0.42 3.72 -0.03
C 0.79 -3.43 0.17
C 0.17 4.29 1.10
H 6.30 -2.14 -0.81
H 5.58 -1.54 -2.27
H 1.00 -7.35 -2.82
H 0.93 1.05 -4.13
H -0.88 4.01 -2.08
H 5.89 -3.72 -2.56
H -3.08 -0.50 -3.54
H -1.80 -4.32 2.03
H -2.94 2.77 2.33
H 1.28 -7.85 -0.52
H 0.29 6.09 -2.36
H -5.50 4.42 -1.60
H 1.21 6.11 1.90
H 3.15 -3.56 -1.45
H -3.15 3.38 -1.85
H 1.71 -4.62 -1.36
H -1.07 -0.08 -5.13
H 0.17 3.75 2.02
H -5.10 3.85 2.64
H 0.93 1.85 -1.90
H 1.48 7.10 -0.33
H 4.90 0.02 0.21
H -6.31 4.89 0.68
H 2.57 0.67 1.08
H -1.21 -6.45 1.11
H -0.41 -7.39 -1.03
H -3.10 0.57 -1.35

Which formula does entry 3 have? C32H27F5N3O2PSr

What is the maximum force in the second record? 4.1 eV/A

The lowest gap between HOMO and LUMO belongs to which entry? C32H27F5N3O2PSr